{
  "formula": "C4H13N2O2",
  "method": "wB97M-V/def2-TZVPD",
  "total_charge": -1,
  "e_tot_ev": -11434.199,
  "relative_energy_kcal_mol": 12.4,
  "symbols": ["H", "H", "H", "H", "H", "H", "H", "H", "H", "N", "H", "C", "H", "C", "C", "O", "C", "O", "H", "N", "H"],
  "coordinates": [[0.947, 2.972, -1.646], [-1.857, 0.646, 1.012], [-0.125, 1.042, 1.350], [-1.372, 2.046, -0.645], [0.410, 3.719, -2.866], [-0.277, -1.526, 2.652], [1.502, -1.043, 1.325], [-1.128, -1.416, -0.158], [-1.879, -1.587, 2.186], [-0.919, -1.710, 1.894], [1.196, -0.386, -0.250], [-0.819, 0.491, 0.713], [2.073, -2.499, -0.715], [-0.645, 1.197, -0.659], [-0.529, -1.000, 0.665], [0.630, 1.591, -0.914], [0.958, -1.234, 0.387], [1.132, 3.781, -2.236], [0.440, -2.987, -0.532], [1.260, -2.569, -0.124], [-0.997, 0.472, -1.439]],
  "atomic_forces_ev_per_a": [[0.04, -0.30, 0.03], [-0.11, -0.06, 0.41], [-0.10, -0.16, 0.46], [-0.02, -0.06, -0.18], [-0.01, 0.04, -0.11], [-0.14, 0.17, 0.02], [-0.05, -0.16, 0.00], [0.14, -0.04, 0.02], [0.16, 0.32, -0.07], [0.08, -0.84, -0.20], [0.51, -0.11, -0.58], [-0.05, 0.35, -0.90], [-0.32, -0.42, -0.50], [0.31, 0.04, -0.21], [0.06, 0.02, 0.78], [0.13, 0.08, 0.10], [-0.80, 0.50, 0.41], [-0.07, 0.14, 0.07], [0.25, -0.04, -0.48], [0.33, 0.39, 0.85], [-0.35, 0.12, 0.06]],
  "mulliken_charge": [0.470, 0.395, 0.170, 0.260, 0.247, 0.240, 0.206, 0.244, 0.230, -0.672, 0.260, -0.908, 0.231, -0.371, 0.289, -0.941, -0.455, -0.729, 0.228, -0.563, 0.167]
}

{
  "formula": "C4H13N2O2",
  "method": "wB97M-V/def2-TZVPD",
  "total_charge": -2,
  "e_tot_ev": -11429.999,
  "s2": 0.751,
  "relative_energy_kcal_mol": 1.7,
  "spin_multiplicity": 2,
  "symbols": ["C", "C", "H", "N", "O", "H", "N", "O", "C", "H", "H", "H", "H", "H", "H", "H", "H", "H", "H", "H", "C"],
  "coordinates": [[1.199, 0.116, -0.999], [-1.772, 0.155, -0.036], [-0.450, -0.886, 1.076], [-1.268, -1.127, 0.529], [3.420, -1.806, 0.318], [2.576, -1.135, 0.334], [0.270, 1.266, -1.121], [1.496, -0.247, 0.301], [-2.894, 0.587, 0.948], [-0.332, 1.441, 0.913], [-2.514, 1.163, 1.804], [0.747, 2.143, -0.960], [-3.419, -0.256, 1.405], [2.162, 0.370, -1.450], [-2.224, -0.058, -1.004], [0.614, -0.686, -1.488], [-1.360, 2.231, -0.328], [2.900, -2.600, 0.124], [-0.889, -1.717, -0.193], [-3.725, 1.183, 0.545], [-0.799, 1.328, -0.069]],
  "atomic_forces_ev_per_a": [[-0.59, 0.03, 2.01], [-1.10, -0.15, 1.70], [0.33, -0.04, 0.08], [-0.04, 0.35, -0.14], [-0.44, -0.59, -0.12], [0.20, 0.62, 0.05], [-0.49, 0.25, 0.26], [-0.10, 0.11, -0.07], [-0.78, 0.10, 0.03], [-0.23, -0.08, 0.11], [0.19, -0.02, -0.20], [0.57, -0.02, -0.15], [0.21, -0.24, -0.17], [-0.18, 0.03, -1.07], [0.16, 0.12, -0.19], [0.56, -0.19, -0.51], [-0.14, -0.09, 0.31], [0.45, -0.03, 0.06], [0.22, 0.00, -0.40], [0.34, 0.27, -0.27], [0.87, -0.46, -1.31]],
  "mulliken_spin": [0.196, -0.733, 0.023, 0.056, -0.025, 0.023, -0.133, -0.113, 3.297, -0.239, 0.020, -0.028, -0.891, 0.003, -0.440, -0.011, -0.344, 0.005, 0.036, -0.726, 1.025]
}

{
  "formula": "C4H13N2O2",
  "method": "wB97M-V/def2-TZVPD",
  "total_charge": 1,
  "e_tot_ev": -11423.191,
  "relative_energy_kcal_mol": 144.9,
  "symbols": ["H", "H", "H", "N", "C", "H", "H", "N", "H", "O", "O", "H", "H", "H", "H", "C", "H", "H", "C", "H", "C"],
  "coordinates": [[-1.965, 2.158, 0.475], [1.807, 2.011, -0.379], [2.415, 0.131, -0.824], [1.740, -0.253, -0.238], [0.996, 0.531, 0.486], [-1.602, 0.312, -1.536], [3.134, -1.748, -0.523], [-1.234, 2.087, -0.259], [-0.873, -1.544, 0.733], [-1.968, 0.048, 0.450], [1.308, 1.840, 0.352], [-1.469, 2.506, -1.116], [-0.329, 2.380, 0.223], [-2.346, -1.695, 1.502], [-2.400, -1.887, -0.245], [-1.119, 0.636, -0.598], [1.509, -2.264, -1.029], [0.599, 0.114, 1.443], [2.023, -1.760, -0.229], [1.700, -2.270, 0.695], [-1.924, -1.333, 0.618]],
  "atomic_forces_ev_per_a": [[-0.09, 0.17, -0.78], [2.26, 0.64, -3.28], [0.88, 1.19, -1.12], [1.18, -3.78, 0.38], [-1.28, -0.82, -1.29], [0.53, 0.87, -0.11], [-1.61, -0.73, 1.12], [0.06, -1.48, 1.91], [0.60, -0.94, -0.42], [-0.44, 1.79, -0.02], [-2.68, -0.41, 4.60], [-0.30, 1.74, -0.96], [-1.04, 0.20, -1.31], [-1.21, 0.20, 1.45], [0.69, 0.48, 0.74], [0.33, -1.97, 3.12], [-0.46, 0.12, -0.49], [-0.03, 1.05, -0.80], [0.82, 1.57, -0.09], [0.77, 0.55, -0.20], [1.03, -0.42, -2.44]],
  "mulliken_charge": [0.349, 0.270, 0.164, -0.176, 0.211, 0.367, 0.258, -0.191, 0.068, -0.383, -0.516, 0.300, 0.406, 0.282, 0.267, -0.530, 0.313, 0.444, -0.726, 0.321, -0.495]
}

{
  "formula": "C4H13N2O2",
  "method": "wB97M-V/def2-TZVPD",
  "total_charge": 1,
  "e_tot_ev": -11426.458,
  "relative_energy_kcal_mol": 69.5,
  "symbols": ["H", "H", "N", "H", "H", "H", "C", "C", "O", "H", "H", "H", "C", "N", "H", "H", "H", "O", "C", "H", "H"],
  "coordinates": [[0.933, -1.868, -2.327], [2.176, -1.208, -0.293], [-1.984, -0.208, 1.375], [1.563, 1.616, -0.674], [3.217, 0.072, 0.069], [1.703, -0.278, 1.023], [-0.060, 0.837, 0.425], [-1.002, 1.955, -0.105], [-0.240, -1.521, 0.649], [0.518, 1.090, 1.466], [-0.582, 2.951, -0.469], [1.058, 0.362, -1.455], [-0.751, -0.419, 0.743], [1.169, 0.758, -0.512], [0.016, -1.535, -1.287], [-1.707, 2.436, 0.627], [-2.707, 0.424, 0.912], [0.364, -1.172, -2.026], [2.226, -0.187, 0.069], [-2.310, -1.167, 1.519], [-1.648, 1.683, -0.923]],
  "atomic_forces_ev_per_a": [[0.54, -0.51, -0.84], [-0.44, 0.29, -0.71], [-0.12, -0.51, -1.71], [0.96, 3.16, 0.13], [2.09, 1.63, 0.03], [1.83, -0.45, 0.65], [2.18, 3.69, 0.48], [-0.32, 2.53, 0.61], [-0.29, 0.42, -0.01], [-1.77, -0.07, -2.29], [0.58, -1.60, 0.39], [-1.35, -0.33, -0.06], [-1.44, -0.83, 0.65], [0.20, -3.67, -0.01], [-2.12, -1.82, 4.03], [0.72, -1.16, 0.00], [1.57, -1.13, 1.00], [1.46, 1.82, -3.88], [-3.69, -1.20, 1.62], [-0.58, 0.51, 0.33], [-0.02, -0.80, -0.39]],
  "mulliken_charge": [0.319, 0.224, -0.474, 0.331, 0.409, 0.326, 0.442, -1.765, -0.620, 0.295, 0.360, 0.427, 0.407, -0.165, 0.292, 0.439, 0.289, -0.646, -0.706, 0.352, 0.465]
}

{
  "formula": "C4H13N2O2",
  "method": "wB97M-V/def2-TZVPD",
  "total_charge": 1,
  "e_tot_ev": -11422.515,
  "relative_energy_kcal_mol": 160.5,
  "symbols": ["H", "N", "H", "H", "O", "O", "H", "H", "H", "C", "C", "H", "H", "N", "C", "H", "H", "H", "H", "H", "C"],
  "coordinates": [[0.642, 1.619, -1.193], [-0.638, -1.078, -1.118], [-1.566, -1.154, 2.280], [-0.766, 0.604, 2.177], [-2.693, 0.344, 1.729], [3.001, -0.956, -1.913], [-1.945, 0.332, -0.365], [0.748, 0.267, 2.743], [1.335, -0.198, 0.219], [-0.077, 1.288, -0.440], [-2.394, -0.748, 1.565], [-0.776, -1.457, -0.165], [2.996, -1.868, -2.253], [0.111, 0.125, 1.953], [-1.116, 0.317, -1.044], [3.923, -0.700, -2.042], [-1.421, 0.687, -2.008], [-0.572, 2.152, -0.016], [-1.162, -1.607, -1.818], [1.590, 1.363, 0.966], [0.778, 0.669, 0.743]],
  "atomic_forces_ev_per_a": [[0.00, -0.08, 0.16], [-0.40, 0.37, 0.69], [0.86, -1.17, -1.18], [1.09, 0.65, 0.01], [-0.80, -2.07, -1.43], [0.27, -0.50, -0.17], [-0.79, 0.55, -0.46], [-0.36, -0.44, -0.17], [-0.74, 0.98, 0.94], [0.43, -1.05, 1.40], [0.06, 2.84, 2.40], [0.40, -0.48, -0.97], [-0.21, 0.41, 0.18], [-0.77, 0.89, 0.23], [0.88, 0.20, 0.67], [-0.10, 0.15, 0.06], [-0.19, -0.03, -0.32], [-0.35, 0.43, -0.28], [0.18, 0.02, 0.50], [-0.26, 0.09, 0.54], [0.82, -1.76, -2.80]],
  "mulliken_charge": [0.379, -0.473, 0.526, 0.311, -0.009, -0.616, 0.089, 0.242, 0.359, -0.525, 0.086, 0.191, 0.312, -0.376, -0.495, 0.307, 0.456, 0.341, 0.263, 0.370, -0.738]
}

{
  "formula": "C4H13N2O2",
  "method": "wB97M-V/def2-TZVPD",
  "total_charge": 1,
  "e_tot_ev": -11422.883,
  "relative_energy_kcal_mol": 152.0,
  "symbols": ["C", "H", "H", "O", "H", "C", "O", "N", "H", "H", "H", "H", "H", "H", "H", "H", "H", "N", "C", "H", "C"],
  "coordinates": [[0.119, 1.251, 0.277], [0.711, 1.089, 1.190], [-0.161, 3.165, -0.589], [-2.240, 3.550, -0.196], [-0.176, 0.295, -1.711], [0.310, -0.014, -0.592], [1.086, 0.041, -1.578], [0.485, 2.442, -0.345], [1.855, -2.041, -0.160], [-2.371, 4.395, -0.642], [1.259, -1.571, 1.370], [-0.008, -3.894, -0.081], [-0.656, -1.741, -0.807], [-0.929, 1.368, 0.537], [-3.094, 3.348, 0.201], [1.334, -4.099, 1.022], [-0.265, -3.462, 1.546], [-0.165, -1.218, -0.079], [0.956, -2.070, 0.446], [1.446, 2.623, -0.594], [0.504, -3.455, 0.785]],
  "atomic_forces_ev_per_a": [[-0.75, 1.26, -0.79], [-0.12, -0.71, 0.04], [-0.50, -0.14, 0.29], [-0.02, 0.01, -0.13], [1.74, 0.45, -1.95], [-0.02, -0.89, 4.63], [-1.56, 0.54, -2.15], [1.50, 0.30, -0.66], [-0.09, -0.22, -0.67], [-0.04, -0.05, 0.06], [-0.02, 0.02, 0.11], [0.28, -0.10, -0.08], [0.05, -0.02, 0.05], [-0.13, -0.54, 0.38], [0.00, 0.04, 0.02], [0.27, -0.12, 0.30], [0.17, 0.08, 0.49], [0.05, -0.38, -0.28], [0.54, 0.83, 1.27], [-0.20, -0.10, 0.17], [-1.13, -0.26, -1.09]],
  "mulliken_charge": [-0.330, 0.300, 0.202, -0.610, 0.266, 0.422, -0.329, -0.343, 0.364, 0.298, 0.287, 0.343, 0.376, 0.293, 0.301, 0.358, 0.351, -0.225, -0.288, 0.176, -1.211]
}